{
  "formula": "C42H65BN6O2PTi",
  "method": "ωB97M-V with the def2-TZVPD basis set",
  "species": ["Ti", "C", "C", "C", "C", "C", "C", "C", "N", "N", "C", "C", "C", "C", "C", "C", "N", "C", "C", "C", "C", "C", "C", "N", "H", "H", "H", "H", "H", "H", "H", "H", "H", "H", "H", "H", "H", "H", "H", "H", "H", "H", "H", "H", "N", "C", "C", "C", "N", "H", "H", "H", "H", "H", "H", "H", "H", "H", "H", "C", "C", "C", "C", "P", "C", "C", "C", "C", "C", "C", "C", "C", "C", "C", "H", "H", "H", "H", "H", "H", "H", "H", "H", "H", "H", "H", "H", "H", "H", "H", "H", "H", "H", "H", "H", "H", "H", "C", "C", "C", "O", "B", "O", "C", "C", "C", "H", "H", "H", "H", "H", "H", "H", "H", "H", "H", "H", "H"],
  "xyz": [[-0.593415, -0.490280, 0.253046], [-0.504102, -3.707662, 0.915287], [0.641038, -3.856596, 1.895393], [1.641891, -2.732813, 2.006255], [2.722049, -2.937104, 2.865755], [3.727960, -1.996361, 2.944386], [3.634927, -0.870792, 2.140340], [2.519436, -0.729461, 1.342445], [1.518360, -1.618927, 1.279167], [-1.368132, -2.528333, 1.098927], [-2.550299, -2.663302, 0.230909], [-2.134274, -2.669332, -1.214528], [-2.795271, -3.426386, -2.165500], [-2.371983, -3.366453, -3.483152], [-1.292789, -2.557990, -3.798246], [-0.687068, -1.834773, -2.787984], [-1.092463, -1.883517, -1.516728], [-1.762429, -2.342308, 2.494608], [-2.390319, -0.995249, 2.719914], [-3.329329, -0.789235, 3.719628], [-3.821775, 0.488357, 3.925582], [-3.374774, 1.514867, 3.105248], [-2.460007, 1.218072, 2.113665], [-1.954545, -0.008586, 1.928879], [-1.115412, -4.618846, 0.987501], [-0.108479, -3.666494, -0.099120], [1.194653, -4.744385, 1.575734], [0.276542, -4.108129, 2.894207], [2.770573, -3.849001, 3.447248], [4.576035, -2.148366, 3.599111], [4.407244, -0.113927, 2.130707], [2.418708, 0.128764, 0.697082], [-3.204097, -1.802081, 0.401247], [-3.110598, -3.579218, 0.465438], [-3.631906, -4.047997, -1.875345], [-2.873317, -3.944984, -4.247557], [-0.918842, -2.481896, -4.809611], [0.150845, -1.184812, -2.999249], [-0.862564, -2.378431, 3.111459], [-2.433565, -3.139043, 2.843343], [-3.666310, -1.622519, 4.321854], [-4.552734, 0.677395, 4.700176], [-3.744690, 2.524843, 3.211413], [-2.125336, 1.973122, 1.413613], [0.525899, 0.700051, 3.626589], [1.221274, 1.988816, 3.637926], [0.791711, 2.898944, 2.491854], [1.355435, 2.563116, 1.111045], [0.562591, 1.610868, 0.297548], [-0.451221, 0.844252, 3.857284], [0.907856, 0.099414, 4.349681], [2.293811, 1.794309, 3.546145], [1.084924, 2.528608, 4.582730], [1.136004, 3.905429, 2.743742], [-0.299249, 2.968654, 2.450573], [2.369850, 2.172186, 1.225546], [1.463479, 3.494681, 0.546750], [1.138080, 1.419806, -0.529593], [-0.238197, 2.114582, -0.087480], [5.621413, 0.654991, -3.656259], [4.906967, 1.091538, -2.376513], [5.409505, 0.210468, -1.224993], [5.249268, 2.545639, -2.043345], [3.036764, 0.867738, -2.374550], [2.866954, -0.823926, -3.070446], [2.736731, -1.851667, -2.133788], [2.601038, -3.176178, -2.526483], [2.569829, -3.498278, -3.873911], [2.696385, -2.490024, -4.820732], [2.855757, -1.170256, -4.423190], [2.221385, 2.060610, -3.594006], [0.847652, 1.479769, -3.947836], [2.964356, 2.427193, -4.880538], [1.959729, 3.354591, -2.800467], [6.697798, 0.806245, -3.535674], [5.306696, 1.222770, -4.528414], [5.458589, -0.404302, -3.857693], [6.495062, 0.308621, -1.142406], [5.181844, -0.844083, -1.390648], [4.967229, 0.513613, -0.273327], [6.324062, 2.627371, -1.862442], [4.733272, 2.881905, -1.140344], [5.001610, 3.227489, -2.855715], [2.732355, -1.609522, -1.078896], [2.512382, -3.954182, -1.777643], [2.452935, -4.527276, -4.188221], [2.685291, -2.733846, -5.875510], [2.974669, -0.409967, -5.181081], [0.914002, 0.602729, -4.591504], [0.273446, 2.242387, -4.482292], [0.277334, 1.219521, -3.050033], [3.201623, 1.565795, -5.501625], [3.890930, 2.962661, -4.678562], [2.329903, 3.091706, -5.473782], [1.211056, 3.191493, -2.022689], [1.565693, 4.117265, -3.477598], [2.859068, 3.756962, -2.335786], [-3.156896, 1.162711, -3.949915], [-3.696314, 1.495615, -2.562391], [-5.212688, 1.512687, -2.584839], [-3.246399, 0.449205, -1.672162], [-2.054269, 0.834181, -1.059388], [-1.847783, 2.206201, -1.330119], [-3.037715, 2.758763, -1.945922], [-3.872378, 3.373624, -0.828268], [-2.629429, 3.824284, -2.944857], [-3.507821, 0.168348, -4.229059], [-2.066192, 1.151215, -3.948260], [-3.500639, 1.875517, -4.700870], [-5.580142, 0.592821, -3.040392], [-5.582272, 2.354394, -3.174447], [-5.623427, 1.581819, -1.579329], [-4.178079, 2.609650, -0.110899], [-4.765889, 3.864841, -1.215309], [-3.269709, 4.120171, -0.308512], [-1.896434, 3.440084, -3.652095], [-2.186679, 4.670831, -2.418438], [-3.496215, 4.187123, -3.501178]],
  "forces_ev_per_angstrom": [[0.723, -0.100, 0.076], [-0.005, -0.030, -0.003], [-0.015, 0.003, -0.006], [0.043, -0.020, 0.084], [0.022, 0.018, -0.020], [-0.021, -0.026, -0.004], [-0.006, 0.051, 0.002], [0.003, 0.036, 0.026], [-0.162, -0.036, -0.157], [-0.102, 0.093, -0.026], [-0.054, -0.051, 0.004], [0.069, -0.021, -0.038], [-0.049, 0.012, -0.019], [-0.007, -0.001, 0.033], [0.024, 0.018, -0.030], [-0.005, 0.014, 0.031], [-0.090, -0.042, 0.088], [-0.010, -0.004, 0.037], [-0.021, 0.046, -0.031], [-0.001, 0.042, 0.020], [-0.007, -0.035, 0.014], [0.044, -0.011, -0.022], [-0.043, 0.024, 0.011], [-0.345, 0.006, -0.001], [-0.003, 0.005, -0.012], [0.005, 0.020, 0.004], [-0.002, 0.000, 0.003], [-0.005, 0.023, 0.004], [-0.008, 0.000, -0.002], [-0.001, 0.007, 0.001], [-0.004, -0.005, 0.001], [0.020, 0.055, -0.012], [-0.006, -0.002, -0.031], [-0.002, 0.012, 0.018], [0.004, 0.000, 0.008], [0.000, 0.001, -0.003], [0.005, 0.002, 0.004], [0.045, 0.017, -0.025], [0.001, 0.005, -0.006], [0.000, -0.007, -0.011], [-0.004, 0.000, 0.002], [-0.001, -0.002, 0.001], [-0.003, 0.004, 0.001], [0.000, -0.010, 0.003], [0.074, -0.079, -0.035], [0.008, 0.005, -0.024], [0.055, 0.030, 0.001], [0.011, 0.017, 0.012], [0.032, 0.045, -0.046], [-0.001, -0.021, 0.009], [-0.013, 0.015, -0.013], [-0.002, -0.015, 0.000], [-0.015, 0.013, -0.005], [0.011, -0.001, -0.028], [-0.010, -0.037, -0.005], [-0.013, -0.065, 0.023], [-0.006, 0.009, 0.003], [-0.009, 0.038, -0.033], [-0.018, -0.001, 0.015], [-0.020, -0.004, 0.027], [-0.015, -0.049, -0.019], [0.000, 0.000, 0.016], [-0.008, -0.010, 0.002], [-0.118, 0.146, -0.006], [-0.005, 0.020, 0.003], [-0.036, -0.008, -0.033], [-0.002, -0.006, 0.016], [-0.006, 0.003, -0.003], [0.003, 0.004, -0.015], [-0.010, -0.022, 0.025], [0.024, -0.034, 0.033], [-0.016, -0.005, -0.004], [0.030, -0.013, 0.030], [0.005, -0.004, 0.000], [0.001, -0.001, 0.009], [-0.016, 0.030, -0.031], [0.000, 0.001, -0.010], [0.001, 0.000, 0.001], [0.008, 0.000, 0.003], [0.002, 0.001, 0.003], [0.001, 0.002, 0.001], [0.000, 0.001, -0.003], [-0.002, 0.011, -0.004], [-0.003, -0.004, 0.013], [-0.003, 0.003, -0.003], [0.002, 0.000, 0.000], [0.000, 0.002, 0.000], [-0.002, 0.017, -0.018], [0.001, -0.009, 0.000], [-0.015, 0.001, 0.007], [-0.006, -0.020, 0.006], [0.004, -0.022, -0.010], [0.019, 0.000, -0.002], [-0.002, -0.002, 0.000], [0.013, -0.010, 0.031], [-0.017, -0.008, -0.001], [0.010, 0.014, -0.015], [-0.017, -0.004, 0.022], [0.014, 0.009, -0.026], [0.005, 0.002, 0.021], [-0.039, -0.035, -0.050], [0.132, -0.099, 0.108], [-0.075, 0.035, -0.006], [0.006, 0.012, 0.020], [-0.007, -0.010, -0.008], [0.002, -0.023, 0.002], [0.004, 0.002, -0.001], [0.034, 0.001, -0.005], [-0.005, -0.001, -0.003], [-0.003, 0.000, 0.002], [-0.003, 0.000, -0.004], [-0.009, 0.000, -0.005], [-0.006, 0.005, 0.000], [0.000, 0.006, 0.003], [0.004, 0.002, 0.003], [0.005, 0.003, -0.008], [0.004, 0.001, -0.004], [-0.001, 0.004, 0.002]],
  "charge": 1,
  "molar_mass_g_mol": 775.7,
  "homo_ev": [-8.12, -9.03],
  "homo_lumo_gap_ev": [6.4, 7.2],
  "relative_energy_kcal_mol": 3.58,
  "total_energy_ev": -90724.4597,
  "multiplicity": 3
}